*w*
ORCA calculation (the ωB97M-V functional and the def2-TZVPD basis) on a single C4H6N2 molecule.

```
! RIJCOSX wB97M-V def2-TZVPD def2/J DEFGRID3
* xyz 0 1
N 0.25 0.35 -1.92
C 1.37 -0.05 -1.56
C 1.28 -0.76 -0.20
N -0.04 -0.57 0.40
C -1.03 -0.05 -0.42
C -0.51 0.79 0.68
H 1.44 -1.83 -0.39
H 2.05 -0.42 0.49
H -2.02 -0.51 -0.50
H -0.52 0.78 -2.36
H 0.11 1.63 0.38
H -0.99 0.90 1.65
*
```

The calculation puts the HOMO-LUMO gap at 9.16 eV. As for the LUMO energy: 1.12 eV. The value obtained for the HOMO energy is -0.2958 Ha.

*x*
ORCA calculation (the ωB97M-V functional and the def2-TZVPD basis) on a single C4H6N2 molecule.

```
! RIJCOSX wB97M-V def2-TZVPD def2/J DEFGRID3
* xyz 0 1
C -1.72 -0.08 -0.20
C -0.24 -0.03 -0.20
C 0.78 -0.94 -0.13
C 1.93 -0.16 0.13
N 1.64 1.11 0.28
N 0.29 1.17 0.13
H -2.39 0.68 0.23
H -2.32 -0.60 -0.93
H -1.55 -0.70 0.87
H 0.75 -2.01 -0.24
H 2.95 -0.50 0.19
H -0.10 2.07 -0.11
*
```

As for the SMILES: Cc1ccn[nH]1. The calculation puts the HOMO-LUMO gap at 9.68 eV. As for the LUMO energy: 0.89 eV. The value obtained for the HOMO energy is -0.3231 Ha.

Name the most stable of them. *x*.

*w*
ORCA calculation (the ωB97M-V functional and the def2-TZVPD basis) on 2 unconnected molecules or ions with the total composition C7H13N.

```
! RIJCOSX wB97M-V def2-TZVPD def2/J DEFGRID3
* xyz 0 1
C 0.34 -0.29 -0.28
C 0.50 0.55 0.82
C 1.00 -1.63 -0.15
C 2.37 -1.05 -0.23
C 0.01 0.20 -1.66
N 0.31 1.87 0.85
C -1.82 -0.36 0.51
C -2.65 0.60 0.89
H 0.81 0.10 1.75
H -0.03 2.35 0.03
H 0.24 2.35 1.73
H 0.72 -2.30 -0.97
H 0.77 -2.12 0.79
H 2.86 -0.91 -1.18
H 2.98 -0.99 0.66
H -2.15 -1.39 0.40
H 0.92 0.27 -2.26
H -0.67 -0.50 -2.14
H -0.48 1.17 -1.67
H -3.71 0.44 1.09
H -2.31 1.63 1.02
*
```

The calculation puts the HOMO-LUMO gap (alpha / beta) at 6.76 / 7.31 eV. As for the LUMO energy (alpha / beta): 0.82 / 0.82 eV. The value obtained for the HOMO energy (alpha / beta) is -0.2183 / -0.2388 Ha.

*x*
ORCA calculation (the ωB97M-V functional and the def2-TZVPD basis) on a single C7H13N molecule.

```
! RIJCOSX wB97M-V def2-TZVPD def2/J DEFGRID3
* xyz 0 1
C -1.00 2.39 -3.35
C -0.40 1.42 -2.68
C -0.86 0.80 -1.44
C -0.07 0.06 -0.66
C -0.58 -0.58 0.60
C 0.45 -0.62 1.76
C 1.66 -1.46 1.37
N -0.26 -1.09 2.95
H -1.93 2.83 -2.98
H -0.74 2.98 -4.22
H 0.47 0.95 -3.14
H -1.80 1.20 -1.09
H 0.99 0.01 -0.88
H -1.51 -0.15 0.96
H -0.83 -1.62 0.36
H 0.74 0.42 1.88
H 1.41 -2.18 0.58
H 2.03 -2.05 2.20
H 2.40 -0.87 0.83
H -0.20 -0.45 3.73
H 0.05 -2.01 3.23
*
```

As for the SMILES: C=C/C=C/C[C@H](C)N. The calculation puts the HOMO-LUMO gap at 9.58 eV. As for the LUMO energy: 1.10 eV. The value obtained for the HOMO energy is -0.3118 Ha.

Name the most stable of them. *x*.

*w*
ORCA calculation (the ωB97M-V functional and the def2-TZVPD basis) on a single C7H13N molecule.

```
! RIJCOSX wB97M-V def2-TZVPD def2/J DEFGRID3
* xyz 0 1
C 1.02 -2.85 -1.09
C 0.99 -1.52 -1.10
C 0.58 -0.74 0.11
N 1.52 -0.88 1.16
C -0.36 0.20 0.02
C -1.22 0.30 -1.24
C -0.73 1.13 1.16
C -0.63 2.61 0.75
H 1.05 -3.38 -0.14
H 1.42 -3.50 -1.86
H 1.05 -0.90 -1.99
H 1.46 -0.35 2.01
H 1.67 -1.86 1.34
H -1.80 -0.61 -1.35
H -0.63 0.41 -2.14
H -2.02 1.03 -1.06
H 0.13 1.01 1.81
H -1.66 0.92 1.69
H -0.92 3.21 1.60
H 0.36 2.88 0.38
H -1.31 2.88 -0.06
*
```

As for the SMILES: C=C/C(N)=C(\C)CC. The calculation puts the HOMO-LUMO gap at 8.83 eV. As for the LUMO energy: 1.00 eV. The value obtained for the HOMO energy is -0.2876 Ha.

*x*
ORCA calculation (the ωB97M-V functional and the def2-TZVPD basis) on 2 unconnected molecules or ions with the total composition C7H13N.

```
! RIJCOSX wB97M-V def2-TZVPD def2/J DEFGRID3
* xyz 0 1
C -2.51 1.13 -0.89
C -1.27 1.98 -0.80
C -0.14 1.57 -0.24
N 1.00 2.36 -0.08
H -2.44 0.28 -0.22
H -3.37 1.72 -0.57
H -2.72 0.78 -1.90
H -1.30 2.97 -1.25
H 0.01 0.55 0.08
H 1.55 2.17 0.75
H 0.84 3.35 -0.19
C -0.34 -2.47 1.59
C 0.84 -2.00 1.21
C 1.20 -1.70 -0.17
C 2.42 -1.33 -0.53
H -1.13 -2.60 0.86
H -0.56 -2.75 2.61
H 1.62 -1.87 1.96
H 0.42 -1.79 -0.91
H 2.68 -1.07 -1.55
H 3.19 -1.27 0.23
*
```

As for the SMILES: C/C=C/N.C=CC=C. The calculation puts the HOMO-LUMO gap at 8.84 eV. As for the LUMO energy: 1.02 eV. The value obtained for the HOMO energy is -0.2876 Ha.

Name the most stable of them. *w*.

*w*
ORCA calculation (the ωB97M-V functional and the def2-TZVPD basis) on 2 unconnected molecules or ions with the total composition C3H7N4.

```
! RIJCOSX wB97M-V def2-TZVPD def2/J DEFGRID3
* xyz 1 1
C -1.34 2.16 -0.31
C 1.95 -2.83 0.12
C 0.84 -2.35 -0.40
N -1.02 -0.89 1.40
N -1.15 0.13 0.97
N -0.87 1.23 0.50
N -0.63 3.26 -0.39
H -2.28 2.24 -0.89
H 2.66 -2.00 0.35
H 1.92 -3.85 0.57
H 0.04 -3.01 -0.62
H 0.54 -1.33 -0.60
H -0.86 4.07 -0.88
H 0.18 3.16 0.18
*
```

The calculation puts the HOMO-LUMO gap at 7.45 eV. As for the LUMO energy: -5.62 eV. The value obtained for the HOMO energy is -0.4800 Ha.

*x*
ORCA calculation (the ωB97M-V functional and the def2-TZVPD basis) on a gas-phase ion, C3H7N4 (charge +1).

```
! RIJCOSX wB97M-V def2-TZVPD def2/J DEFGRID3
* xyz 1 1
C 0.05 1.30 -0.03
C 1.47 1.14 0.13
N 1.96 0.01 -0.16
C 1.39 -1.19 -0.18
N 0.18 -1.49 0.24
N -0.79 -0.51 0.44
N -1.99 -0.60 -0.24
H -0.63 1.95 0.52
H -0.20 1.38 -1.08
H 2.19 1.86 0.62
H 1.99 -2.07 -0.46
H -0.95 -0.54 1.46
H -1.72 -0.80 -1.30
H -2.95 -0.44 0.04
*
```

As for the SMILES: C=C/N=C\N=[NH+]\N. The calculation puts the HOMO-LUMO gap at 8.07 eV. As for the LUMO energy: -5.89 eV. The value obtained for the HOMO energy is -0.5130 Ha.

Name the most stable of them. *w*.

*w*
ORCA calculation (the ωB97M-V functional and the def2-TZVPD basis) on a single C3H5ClO2S molecule.

```
! RIJCOSX wB97M-V def2-TZVPD def2/J DEFGRID3
* xyz 0 1
C -1.12 -0.02 0.24
C 1.14 -0.22 -0.70
C 0.30 0.31 0.51
O -3.39 0.62 -0.63
O 0.77 -0.30 1.66
S -2.24 1.16 0.11
Cl -1.53 -1.56 -0.21
H 1.13 -1.37 -0.79
H 2.23 0.14 -0.80
H 0.61 0.16 -1.51
H 0.32 1.41 0.61
H 1.78 -0.32 1.51
*
```

The calculation puts the HOMO-LUMO gap at 8.88 eV. As for the LUMO energy: -0.42 eV. The value obtained for the HOMO energy is -0.3415 Ha.

*x*
ORCA calculation (the ωB97M-V functional and the def2-TZVPD basis) on 2 unconnected molecules or ions with the total composition C3H5ClO2S.

```
! RIJCOSX wB97M-V def2-TZVPD def2/J DEFGRID3
* xyz 0 1
C 1.14 -0.07 -0.73
C 1.64 -0.15 -1.91
C 0.56 -0.03 0.43
O -3.13 -3.45 2.44
O -3.02 -3.28 0.01
S -2.40 -2.74 1.22
Cl -0.51 -3.71 1.39
H 1.60 -1.06 -2.67
H 2.23 0.66 -2.20
H -3.59 -4.28 2.07
H 1.21 -0.25 1.35
H -0.34 0.49 0.48
*
```

The calculation puts the HOMO-LUMO gap at 9.98 eV. As for the LUMO energy: 0.02 eV. The value obtained for the HOMO energy is -0.3660 Ha.

Name the most stable of them. *w*.

*w*
ORCA calculation (the ωB97M-V functional and the def2-TZVPD basis) on 2 unconnected molecules or ions with the total composition C5H14.

```
! RIJCOSX wB97M-V def2-TZVPD def2/J DEFGRID3
* xyz 0 1
C -0.97 1.33 0.79
C -2.33 1.10 0.13
C -2.42 -0.37 -0.36
H -0.14 1.02 0.15
H -0.92 0.78 1.70
H -0.81 2.42 0.86
H -3.10 1.21 0.91
H -2.60 1.67 -0.75
H -1.79 -1.00 0.28
H -3.39 -0.83 -0.15
H -2.08 -0.37 -1.38
C 2.07 -0.43 -0.75
C 3.04 -1.27 0.15
H 2.48 0.57 -0.80
H 2.07 -0.96 -1.70
H 1.15 -0.42 -0.20
H 2.81 -2.33 0.13
H 2.88 -0.96 1.18
H 4.05 -1.16 -0.20
*
```

As for the SMILES: CCC.CC. The calculation puts the HOMO-LUMO gap at 12.29 eV. As for the LUMO energy: 1.10 eV. The value obtained for the HOMO energy is -0.4112 Ha.

*x*
ORCA calculation (the ωB97M-V functional and the def2-TZVPD basis) on 2 unconnected molecules or ions with the total composition C5H14.

```
! RIJCOSX wB97M-V def2-TZVPD def2/J DEFGRID3
* xyz 0 1
C 1.71 -0.35 0.20
C 0.80 -1.32 1.13
C 0.35 -0.42 2.33
H 1.80 0.65 0.57
H 1.11 -0.37 -0.76
H 2.57 -0.99 0.00
H -0.11 -1.67 0.61
H 1.45 -2.11 1.53
H 1.06 0.43 2.44
H -0.69 -0.05 2.37
H 0.53 -0.96 3.24
C -1.21 1.26 -2.49
C -1.60 0.69 -1.11
H -1.11 0.44 -3.26
H -1.81 2.12 -2.70
H -0.18 1.58 -2.52
H -2.66 0.91 -0.90
H -1.02 1.21 -0.31
H -1.28 -0.31 -0.80
*
```

As for the SMILES: CCC.CC. The calculation puts the HOMO-LUMO gap at 11.96 eV. As for the LUMO energy: 1.16 eV. The value obtained for the HOMO energy is -0.3969 Ha.

Name the most stable of them. *w*.